Record 1
Here is a 2-piece molecular cluster, C4H9NO overall from the OMol25 dataset. Energies are from ωB97M-V with the def2-TZVPD basis set.

Values from the calculation:
HOMO level	-8.877	eV
DFT total energy	-287.71076	a.u.
SMILES string	CN(C)C=C=O.[H][H]
orbital gap	9.8	eV
LUMO energy	0.929	eV
energy relative to the best compared isomer or geometry (same formula, charge and spin)	319.5	kJ/mol

Structure (XYZ):
```
15
Properties=species:S:1:pos:R:3:mulliken_charge:R:1
C -1.30629 -0.93099 -0.21535 -0.993
N -0.22012 0.01235 -0.00106 0.133
C -0.70079 1.38160 0.12029 -0.960
C 0.79301 -0.11587 -0.99468 -0.710
C 2.05398 -0.30032 -0.64296 0.652
O 3.17630 -0.44853 -0.35919 -0.360
H -1.83014 -0.76063 -1.17470 0.353
H -2.03839 -0.83522 0.59378 0.294
H -0.91374 -1.95124 -0.21222 0.321
H -1.41366 1.44464 0.94964 0.303
H 0.14119 2.04388 0.33795 0.297
H -1.20127 1.74137 -0.79717 0.349
H 0.57670 -0.03690 -2.06229 0.372
H 1.15608 -0.55410 1.99788 -0.177
H 1.72713 -0.69006 2.46008 0.127
```

Record 2
Here is a 3-piece molecular cluster, C4H9NO overall from the OMol25 dataset. Energies are from ωB97M-V with the def2-TZVPD basis set.

Values from the calculation:
HOMO level (alpha / beta)	-7.938 / -7.937	eV
DFT total energy	-287.65842	a.u.
orbital gap (alpha / beta)	8.1 / 8.1	eV
LUMO energy (alpha / beta)	0.211 / 0.210	eV
energy relative to the best compared isomer or geometry (same formula, charge and spin)	456.9	kJ/mol

Structure (XYZ):
```
15
Properties=species:S:1:pos:R:3:mulliken_charge:R:1
C -0.77764 1.30903 0.02339 -1.003
N -0.56470 -0.09381 0.36461 0.102
C -1.20139 -1.00580 -0.33672 -0.602
C 0.76370 -0.59358 0.83832 0.580
O 0.76560 -1.59968 1.52359 -0.606
C 1.73715 -0.02574 -0.00618 -0.991
H -1.82513 1.56036 0.20726 0.313
H -0.15165 1.93311 0.66144 0.403
H -0.53469 1.49878 -1.02973 0.384
H -2.05832 -0.71896 -0.93968 0.355
H -1.06172 -2.04273 -0.05702 0.341
H 0.11063 -1.09414 -1.60035 0.130
H 2.72228 -0.47968 0.00699 0.316
H 1.68767 1.01188 -0.31533 0.294
H 0.87566 -0.77867 -1.29171 -0.016
```

Record 3
Here is a 2-piece molecular cluster, C4H9NO overall at a distorted geometry from the OMol25 dataset. Energies are from ωB97M-V with the def2-TZVPD basis set.

Values from the calculation:
HOMO level (alpha / beta)	-14.234 / -14.230	eV
DFT total energy	-287.38509	a.u.
2S+1	2
orbital gap (alpha / beta)	8.4 / 5.8	eV
total charge	+1
LUMO energy (alpha / beta)	-5.816 / -8.405	eV
energy relative to the best compared isomer or geometry (same formula, charge and spin)	303.8	kJ/mol

Structure (XYZ):
```
15
Properties=species:S:1:pos:R:3:mulliken_charge:R:1
C -0.74459 2.55456 -0.11126 -0.942
C -0.76889 1.06854 0.19836 0.058
C -1.00022 0.08299 -0.72178 -0.071
N -0.40516 -1.21104 -0.53916 -0.284
C -0.35635 -1.89310 -1.63340 -0.157
H -1.70002 3.07665 0.21677 0.331
H -0.59940 2.60951 -1.21693 0.324
H 0.18289 3.10390 0.29838 0.338
H -0.66344 0.63141 1.15898 0.420
H -1.83042 0.16410 -1.45978 0.419
H -0.66364 -1.42107 -2.55494 0.255
H 0.39038 -2.65281 -1.74175 0.306
H 2.57489 -0.83752 1.33087 0.309
H 1.69417 -0.95031 2.77656 0.323
O 2.58387 -0.76558 2.32180 -0.630
```

Record 4
Here is an isolated ion of composition C4H9NO2 and charge -2 at a distorted geometry from the OMol25 dataset. Energies are from ωB97M-V with the def2-TZVPD basis set.

Values from the calculation:
HOMO level	0.884	eV
DFT total energy	-362.68368	a.u.
orbital gap	6.1	eV
total charge	-2
LUMO energy	6.957	eV
energy relative to the best compared isomer or geometry (same formula, charge and spin)	600.6	kJ/mol

Structure (XYZ):
```
16
Properties=species:S:1:pos:R:3:mulliken_charge:R:1
C -1.14211 -0.82061 -1.28721 -0.426
O -2.32556 -0.14790 -1.23289 -0.873
C 0.14193 -0.53007 -0.17279 0.148
C -0.26395 0.88084 0.40497 -0.515
C 0.55923 1.32562 1.61558 -0.272
O 0.18651 2.54620 2.11531 -0.930
N 1.52244 -1.61011 -0.32026 -0.710
H -0.54136 -0.74614 -2.23598 0.074
H -1.30329 -1.87274 -1.31192 0.314
H 1.00498 -0.25421 -0.89432 0.189
H -1.30844 0.99199 0.65912 0.316
H -0.04631 1.66405 -0.39262 0.160
H 0.59455 0.50448 2.43477 0.109
H 1.64557 1.33150 1.21138 0.085
H -0.27391 -1.26461 0.62220 0.212
H 1.54973 -1.99829 -1.21532 0.117
```

Record 5
Here is a 2-piece molecular cluster, C4H9NO2 overall from the OMol25 dataset. Energies are from ωB97M-V with the def2-TZVPD basis set.

Values from the calculation:
HOMO level	-9.269	eV
DFT total energy	-362.94943	a.u.
SMILES string	[H]/N=C\COC.C=O
orbital gap	10.0	eV
LUMO energy	0.732	eV
energy relative to the best compared isomer or geometry (same formula, charge and spin)	357.3	kJ/mol

Structure (XYZ):
```
16
Properties=species:S:1:pos:R:3:mulliken_charge:R:1
H 0.63313 1.47668 -0.14309 0.236
N -0.37780 1.50427 -0.02284 -0.660
C -0.87100 0.35619 0.18617 -0.154
C -0.09391 -0.88262 0.47001 -0.332
O 1.25353 -0.68308 0.15884 -0.356
C 2.08620 -1.43371 1.00932 -0.723
H -1.96338 0.25817 0.23224 0.515
H -0.24058 -1.02744 1.55216 0.348
H -0.50348 -1.77045 -0.03818 0.306
H 1.99887 -1.07256 2.04474 0.322
H 1.81866 -2.49951 0.98382 0.296
H 3.11293 -1.30948 0.66357 0.239
C -1.70848 1.78620 -1.74897 -0.048
O -2.65824 2.37693 -1.30199 -0.474
H -1.68106 0.67426 -1.85342 0.257
H -0.80540 2.24614 -2.19238 0.229
```

Record 6
Here is the molecule C4H9NO2 from the OMol25 dataset. Energies are from ωB97M-V with the def2-TZVPD basis set.

Values from the calculation:
HOMO level	-8.645	eV
DFT total energy	-362.96238	a.u.
SMILES string	C=C(C)N(O)CO
orbital gap	9.5	eV
LUMO energy	0.827	eV
energy relative to the best compared isomer or geometry (same formula, charge and spin)	323.3	kJ/mol

Structure (XYZ):
```
16
Properties=species:S:1:pos:R:3:mulliken_charge:R:1
C -0.71041 0.04174 1.76356 -0.910
C 0.13759 0.24600 0.75800 0.694
C 0.76715 1.58691 0.45840 -1.162
N 0.53085 -0.79013 -0.15032 0.016
O -0.13962 -1.99611 0.19850 -0.482
C 0.11965 -0.48025 -1.51262 -0.541
O -1.18985 0.01767 -1.63800 -0.483
H -1.15456 -0.92708 1.95732 0.294
H -0.96783 0.88085 2.39639 0.259
H 1.84538 1.56774 0.62282 0.274
H 0.34555 2.36993 1.08558 0.350
H 0.61079 1.91645 -0.56955 0.302
H 0.57919 -2.62698 0.34281 0.350
H 0.75647 0.30909 -1.91462 0.384
H 0.28331 -1.41216 -2.06282 0.341
H -1.81366 -0.70365 -1.73545 0.313
```

Record 7
Here is a 2-piece molecular cluster, C4H9NO2 overall from the OMol25 dataset. Energies are from ωB97M-V with the def2-TZVPD basis set.

Values from the calculation:
HOMO level	-9.526	eV
DFT total energy	-362.97556	a.u.
SMILES string	[H]/N=C\COC.C=O
orbital gap	10.4	eV
LUMO energy	0.851	eV
energy relative to the best compared isomer or geometry (same formula, charge and spin)	288.7	kJ/mol

Structure (XYZ):
```
16
Properties=species:S:1:pos:R:3:mulliken_charge:R:1
H 0.48418 -0.70809 1.21982 0.270
N 1.15458 -0.46805 0.48372 -0.575
C 0.56793 0.21524 -0.40580 -0.080
C -0.89085 0.59175 -0.37241 -0.332
O -1.48235 -0.02506 0.73655 -0.336
C -2.76778 0.46197 1.02724 -0.714
H 1.15019 0.55387 -1.27017 0.361
H -0.98250 1.69033 -0.31846 0.315
H -1.37307 0.27472 -1.31341 0.295
H -2.73798 1.53052 1.28828 0.306
H -3.45518 0.32412 0.17966 0.279
H -3.13849 -0.10564 1.88341 0.242
C 3.36156 -1.08402 -0.77643 -0.065
O 3.59248 -0.10854 -1.45080 -0.449
H 2.70777 -1.90256 -1.13222 0.264
H 3.80951 -1.24057 0.22102 0.219
```

Record 8
Here is the molecule C4H9NO2 at a distorted geometry from the OMol25 dataset. Energies are from ωB97M-V with the def2-TZVPD basis set.

Values from the calculation:
HOMO level	-9.751	eV
DFT total energy	-363.01721	a.u.
SMILES string	C[C@@H](CO)NC=O
orbital gap	10.6	eV
LUMO energy	0.892	eV
energy relative to the best compared isomer or geometry (same formula, charge and spin)	179.4	kJ/mol

Structure (XYZ):
```
16
Properties=species:S:1:pos:R:3:mulliken_charge:R:1
C 1.28228 0.30045 -1.30596 -1.373
C 0.50238 0.07338 -0.01595 0.578
C 0.07711 1.39994 0.62335 -0.725
O -0.60872 1.20873 1.83570 -0.514
N -0.67589 -0.79744 -0.22921 -0.234
C -1.05433 -1.88709 0.44818 0.039
O -2.08906 -2.39417 0.01170 -0.649
H 1.62975 -0.64865 -1.72202 0.355
H 2.15725 0.93970 -1.13370 0.374
H 0.64414 0.79035 -2.04830 0.345
H 1.15512 -0.43465 0.71578 0.196
H 0.96129 2.00414 0.86022 0.345
H -0.52801 1.96235 -0.10536 0.323
H -1.41864 0.72640 1.62201 0.317
H -1.54238 -0.96710 -0.85979 0.257
H -0.49228 -2.27634 1.30335 0.367
```

> Which value of DFT total energy does entry 7 give?

-362.97556 a.u.